Entry 1:
{"formula": "C3H9NO2", "method": "ωB97M-V/def2-TZVPD", "homo_lumo_gap_ev": 10.74, "total_energy_ha": -324.93098, "relative_energy_ev": 1.1328, "max_force_ev_per_a": 1.58, "spin_multiplicity": 1, "e_lumo_ev": 0.7, "symbols": ["C", "C", "O", "N", "H", "H", "H", "H", "H", "C", "O", "H", "H", "H", "H"], "positions_angstrom": [[0.843962, -0.227605, 1.023009], [-0.292323, 0.672886, 1.457803], [-1.441415, 0.308921, 1.300632], [-0.019177, 1.860081, 2.061497], [-0.861535, 2.302234, 2.380209], [0.861786, 2.280489, 2.224650], [0.325727, -1.087621, 0.612695], [1.482060, -0.536885, 1.851921], [1.539943, 0.285966, 0.356660], [-0.786048, -0.950655, -2.255498], [0.587893, -0.948483, -2.532208], [1.235421, -1.306540, -1.899406], [-1.207347, -1.942547, -2.093002], [-1.039744, -0.303741, -1.398581], [-1.229202, -0.406498, -3.090382]], "forces_ev_per_angstrom": [[0.17, 0.42, 0.34], [0.42, -0.36, 0.13], [-0.17, 0.13, 0.02], [-0.99, -0.36, -0.14], [0.08, 0.46, 0.13], [0.64, 0.01, 0.01], [0.45, -0.11, -0.36], [-0.28, -0.04, 0.27], [-0.31, -0.15, -0.41], [-0.12, 0.95, 0.88], [1.46, -0.01, -0.60], [-1.24, 0.08, 0.05], [-0.07, -0.02, -0.23], [0.14, -0.42, 0.11], [-0.17, -0.57, -0.21]], "mulliken_charge": [-0.923, 0.603, -0.596, -0.383, 0.241, 0.174, 0.213, 0.393, 0.290, -0.433, -0.523, 0.303, 0.237, 0.147, 0.258]}



Entry 2:
{"formula": "C3H9NO2", "method": "ωB97M-V/def2-TZVPD", "homo_lumo_gap_ev": 10.20, "total_energy_ha": -324.93951, "relative_energy_ev": 0.9009, "max_force_ev_per_a": 0.83, "spin_multiplicity": 1, "e_lumo_ev": 0.9, "symbols": ["C", "N", "H", "H", "H", "H", "H", "H", "C", "C", "O", "O", "H", "H", "H"], "positions_angstrom": [[1.494025, -1.519159, 0.962467], [1.844569, -0.491633, 1.958008], [-1.679491, 1.447070, 0.729804], [2.175955, -1.006700, 2.756565], [2.647607, 0.053377, 1.665526], [2.239662, -1.735941, 0.205319], [0.567971, -1.291892, 0.438870], [1.266021, -2.454745, 1.458684], [-0.263413, 0.619767, -2.013088], [-1.026681, 0.484507, -0.740677], [-1.312481, 1.653162, -0.140065], [-1.420023, -0.568548, -0.304020], [0.527892, 1.362434, -1.967551], [-0.935507, 1.056830, -2.751895], [-0.005454, -0.373560, -2.359180]], "forces_ev_per_angstrom": [[-0.62, -0.05, -0.24], [0.19, -0.38, -0.19], [-0.18, -0.08, 0.01], [0.07, 0.17, 0.46], [-0.15, 0.05, -0.18], [0.43, 0.08, -0.04], [0.10, 0.29, 0.01], [0.13, -0.23, 0.24], [-0.54, 0.50, -0.38], [-0.46, -0.37, 0.16], [0.43, 0.25, -0.09], [0.06, 0.14, 0.04], [0.39, -0.36, 0.26], [-0.28, -0.09, -0.08], [0.44, 0.09, 0.02]], "mulliken_charge": [-0.493, -0.555, 0.344, 0.236, 0.220, 0.240, 0.041, 0.328, -1.008, 0.738, -0.465, -0.579, 0.308, 0.333, 0.312]}



Entry 3:
{"formula": "C3H9NO2", "method": "ωB97M-V/def2-TZVPD", "homo_lumo_gap_ev": 10.17, "total_energy_ha": -324.82761, "relative_energy_ev": 3.9457, "max_force_ev_per_a": 0.97, "spin_multiplicity": 1, "e_lumo_ev": 0.9, "symbols": ["C", "C", "C", "N", "O", "O", "H", "H", "H", "H", "H", "H", "H", "H", "H"], "positions_angstrom": [[1.084158, 1.949535, 0.319733], [-1.734425, -1.832346, -1.088515], [-0.864627, -2.794150, -0.863922], [0.818558, 0.895551, 1.285159], [-0.087771, -0.054877, 0.727785], [1.316785, 3.125536, 1.044410], [1.715053, 3.783518, 0.466877], [0.325697, 1.321310, 2.071644], [0.225883, 2.069920, -0.369486], [1.969747, 1.656092, -0.267225], [-2.525239, -1.605776, -0.395025], [-1.692650, -1.221938, -1.975274], [0.430153, -0.861638, 0.580563], [-0.071726, -3.023742, -1.558291], [-0.909597, -3.406995, 0.021567]], "forces_ev_per_angstrom": [[-0.18, -0.36, -0.88], [-0.15, 0.16, -0.09], [0.21, -0.29, 0.01], [0.12, -0.09, 0.51], [0.12, 0.27, -0.11], [0.05, 0.15, 0.31], [-0.01, -0.10, 0.04], [-0.02, -0.17, -0.25], [0.16, -0.10, 0.20], [-0.16, 0.14, 0.05], [-0.14, 0.03, 0.19], [0.05, 0.10, -0.17], [-0.09, 0.35, 0.14], [0.11, 0.01, -0.15], [-0.05, -0.09, 0.19]], "mulliken_charge": [-0.211, -0.338, -0.662, -0.352, -0.369, -0.506, 0.307, 0.221, 0.309, 0.223, 0.226, 0.223, 0.384, 0.264, 0.280]}



Entry 4:
{"formula": "C3H9NO2", "method": "ωB97M-V/def2-TZVPD", "homo_lumo_gap_ev": 10.13, "total_energy_ha": -324.91432, "relative_energy_ev": 1.5862, "max_force_ev_per_a": 3.05, "spin_multiplicity": 1, "e_lumo_ev": 0.8, "symbols": ["C", "C", "O", "O", "H", "H", "H", "C", "N", "H", "H", "H", "H", "H", "H"], "positions_angstrom": [[-1.802541, 0.624714, 0.993715], [-1.629766, -0.350900, -0.128297], [-1.372601, 0.382102, -1.266210], [-1.737180, -1.540006, -0.102269], [-2.487062, 1.465247, 0.863088], [-0.960593, 1.312893, 0.779005], [-1.954488, 0.167996, 1.964312], [1.821088, -0.307788, 0.370744], [1.446681, -0.132367, -1.008124], [-0.596682, 0.069252, -1.754981], [1.934527, 0.585674, -1.518057], [1.286015, -0.969928, -1.530620], [1.198545, -0.988558, 0.950256], [2.072131, 0.565751, 0.979951], [2.781925, -0.884082, 0.407487]], "forces_ev_per_angstrom": [[0.57, 1.08, -0.45], [-0.94, 1.05, -0.83], [-0.28, -0.05, 0.09], [0.48, -0.14, 0.15], [-1.07, -0.78, -0.47], [0.60, -0.78, 1.27], [0.49, 0.13, 0.07], [2.42, -1.77, 0.52], [-1.11, 1.08, 0.09], [-0.10, -0.30, 0.33], [0.20, -0.27, 0.05], [0.44, -0.34, -0.05], [-0.76, 0.41, -0.27], [-0.69, 0.32, -0.61], [-0.23, 0.36, 0.10]], "mulliken_charge": [-0.982, 0.732, -0.483, -0.542, 0.352, 0.260, 0.291, -0.913, -0.471, 0.377, 0.153, 0.286, 0.301, 0.309, 0.328]}



Entry 5:
{"formula": "C3H9NO2", "method": "ωB97M-V/def2-TZVPD", "homo_lumo_gap_ev": 10.76, "total_energy_ha": -324.93766, "relative_energy_ev": 0.9512, "max_force_ev_per_a": 1.13, "spin_multiplicity": 1, "e_lumo_ev": 1.0, "symbols": ["C", "N", "C", "C", "O", "H", "H", "H", "H", "H", "H", "H", "H", "H", "O"], "positions_angstrom": [[-0.259358, 0.085519, 0.982764], [0.604136, 0.291016, -0.031387], [1.943926, -0.293125, -0.042402], [2.045166, -1.587691, -0.865376], [-1.366116, 0.570554, 1.080698], [0.129114, -0.607282, 1.751167], [0.372045, 0.956557, -0.751937], [2.200130, -0.524350, 0.971734], [2.621639, 0.458066, -0.441990], [2.967685, -1.605605, -1.460823], [1.291323, -1.655257, -1.636203], [1.996606, -2.471844, -0.244896], [-4.213045, 2.608427, 0.350495], [-5.473509, 1.685080, 0.476707], [-4.859739, 2.089931, -0.138553]], "forces_ev_per_angstrom": [[-0.52, 0.06, 0.10], [0.63, -0.13, 0.09], [-0.64, -0.22, -0.91], [0.60, 0.37, -0.63], [0.07, 0.08, -0.05], [0.14, 0.01, -0.07], [-0.26, -0.06, 0.08], [0.36, 0.14, 0.60], [0.12, 0.01, 0.18], [0.10, -0.11, 0.49], [-0.58, 0.09, 0.03], [-0.04, -0.21, 0.09], [-0.17, -0.26, 0.22], [0.19, 0.11, 0.28], [0.00, 0.12, -0.52]], "mulliken_charge": [0.091, -0.128, -0.457, -1.011, -0.560, 0.249, 0.224, 0.307, 0.350, 0.314, 0.327, 0.294, 0.316, 0.313, -0.629]}



Entry 6:
{"formula": "C3H9NO2", "method": "ωB97M-V/def2-TZVPD", "homo_lumo_gap_ev": 9.95, "total_energy_ha": -324.90608, "relative_energy_ev": 1.8104, "max_force_ev_per_a": 4.49, "spin_multiplicity": 1, "e_lumo_ev": 0.3, "symbols": ["C", "C", "N", "C", "O", "H", "H", "H", "H", "H", "H", "H", "H", "H", "O"], "positions_angstrom": [[-2.046553, 0.478532, -1.600866], [-1.541424, -0.226216, -0.233722], [-0.225321, -0.558436, -0.127294], [0.883430, -0.052448, -0.953971], [-2.362247, -0.683300, 0.636723], [-3.006487, 0.938024, -1.451020], [-2.133452, -0.392582, -2.378079], [-1.128219, 1.089457, -1.810233], [-0.150699, -0.673119, 0.898702], [0.520070, 0.304432, -1.931782], [1.420942, 0.812890, -0.502066], [1.627211, -0.813550, -0.896491], [3.439254, -0.094063, 1.904042], [3.485313, 1.429839, 2.302952], [4.078572, 0.696864, 2.049076]], "forces_ev_per_angstrom": [[2.61, -2.74, 0.97], [-4.11, -1.81, 0.00], [-0.59, 1.14, 1.03], [-0.30, 1.22, 1.39], [2.60, 2.07, -2.51], [0.00, 0.45, 0.03], [0.21, 1.71, 1.34], [-1.74, 0.17, -0.57], [0.97, -0.40, -0.92], [0.52, -0.93, 0.34], [-0.67, -0.16, -0.05], [0.50, -0.72, -1.04], [1.70, 2.10, 0.43], [0.40, -0.51, -0.15], [-2.10, -1.59, -0.28]], "mulliken_charge": [-0.842, 0.557, -0.196, -0.761, -0.650, 0.283, 0.239, 0.266, 0.242, 0.326, 0.249, 0.288, 0.323, 0.322, -0.646]}